(1)
11 unconnected molecules or ions with the total composition C10H40F2N21O14S2 in a non-equilibrium geometry, computed with ωB97M-V with the def2-TZVPD basis set.

Results
* energy above the lowest of the compared OMol25 structures with the same formula, charge and spin: 173.0 kcal per mole
* charge: -1
* frontier orbital gap: 8.51 eV
* 2S+1: 1
* highest occupied orbital energy: -6.9 eV
* M: 780.7 g/mol

Last column: Mulliken charge in e.
CARTESIAN COORDINATES (ANGSTROEM)
1 S 1.29334 0.47057 0.28985  0.729
2 S -0.97305 0.54927 0.82436  0.595
3 F -2.25933 -0.15950 0.20493  -0.178
4 F 2.14868 0.76308 -0.98685  -0.305
5 O 1.43142 1.71516 0.98903  -0.504
6 O 0.45908 -4.60011 -0.87806  -0.727
7 O -4.69992 3.65500 -1.94734  -0.751
8 O -2.35462 -3.91990 2.38694  -0.723
9 O 1.86118 -0.77310 0.72378  -0.301
10 O 4.85066 0.47098 0.85383  -0.803
11 O 3.80392 5.18334 0.77539  -0.682
12 O -0.78848 0.38896 -5.25331  -0.766
13 O -5.39657 -3.27830 -1.47934  -0.764
14 O -1.32893 1.99442 0.72986  -0.353
15 O -0.83538 -0.03869 2.17683  -0.701
16 O 3.63808 -4.68392 0.41489  -0.695
17 O 0.28984 5.39131 -2.36801  -0.700
18 O -4.64781 5.03319 2.02159  -0.765
19 N 6.70073 0.07852 -0.39895  -0.499
20 N 0.37875 3.46276 -1.37846  -0.040
21 N -3.22710 -3.01421 -1.04880  -0.123
22 N -1.79879 -4.66616 4.31358  -0.416
23 N -0.06096 -2.70110 -0.09564  0.315
24 N 0.78983 5.25244 -0.19656  -0.195
25 N -3.13402 4.32494 0.42430  -0.246
26 N -1.71796 -0.35713 -3.27127  -0.045
27 N -4.23562 1.54832 -1.34184  -0.166
28 N -1.16923 -2.72114 3.75298  -0.214
29 N -5.14740 1.94210 -3.25084  -0.407
30 N 4.06424 3.12065 1.47494  -0.319
31 N 3.47206 -5.55514 2.52930  -0.334
32 N -2.52894 4.63659 2.38443  -0.261
33 N 0.83392 -2.86115 -2.12127  -0.192
34 N 5.12514 -1.30005 -0.30556  -0.290
35 N 0.04945 0.08014 -0.45111  -0.493
36 N 2.51249 -3.78069 2.20848  -0.330
37 N 4.32600 3.60414 -0.65421  -0.331
38 N 0.28072 0.28779 -3.32903  -0.125
39 N -4.50987 -3.84303 0.48900  -0.288
40 C 0.39640 -3.44473 -1.08307  0.617
41 C -1.75043 -3.77286 3.39937  0.677
42 C -4.41782 -3.42767 -0.75511  0.570
43 C -3.51888 4.69392 1.63977  0.494
44 C -4.76187 2.45920 -2.14976  0.686
45 C 0.43520 4.76360 -1.37755  0.455
46 C 5.50731 -0.15367 0.03891  0.699
47 C 3.22185 -4.70841 1.62183  0.612
48 C -0.79420 0.13650 -4.05280  0.539
49 C 4.11272 4.04821 0.54484  0.555
50 H -3.68154 1.97338 -0.61217  0.023
51 H 4.07654 -6.36062 2.45252  0.245
52 H -3.12463 -2.79833 -2.03012  0.124
53 H -2.40279 -3.02078 -0.46521  0.192
54 H -3.78529 4.33199 -0.34764  0.332
55 H 1.05363 6.22016 -0.07816  0.205
56 H -4.28987 0.54668 -1.45967  0.120
57 H 6.92435 1.06225 -0.35026  0.283
58 H -1.38652 -4.35809 5.18262  0.119
59 H -5.35335 2.60750 -3.98223  0.221
60 H -2.74869 5.08351 3.26311  0.238
61 H -2.25610 -5.55300 4.15712  0.260
62 H -0.48345 -3.01847 0.76510  -0.325
63 H 7.01016 -0.41105 -1.22640  0.203
64 H 3.96029 2.67783 -0.82248  0.155
65 H 5.73720 -1.74932 -0.97162  0.106
66 H -2.62398 -0.39307 -3.71616  0.151
67 H -3.63874 -3.94181 0.99046  0.321
68 H 1.27295 -3.38608 -2.86411  0.225
69 H 3.18091 -5.20821 3.43206  0.130
70 H -0.89509 -2.73930 4.72489  0.150
71 H 0.65298 3.04632 -0.50012  -0.148
72 H 0.31535 0.18490 -2.32489  0.286
73 H 2.58288 -3.53870 3.18653  0.276
74 H -1.64147 4.57517 1.90618  0.228
75 H 0.16922 -1.72005 -0.16386  0.043
76 H -5.34907 -4.34096 0.74961  0.200
77 H 4.25714 2.15156 1.26577  0.320
78 H 0.80853 -1.85175 -2.09752  0.140
79 H 4.14744 -1.50329 -0.15424  0.147
80 H 3.42654 3.29408 2.23872  0.225
81 H 2.35347 -3.02945 1.55239  0.128
82 H -1.17103 -1.94672 3.10461  0.159
83 H -0.29066 2.99593 -1.97349  0.137
84 H -5.43521 0.97715 -3.32909  0.194
85 H 1.03373 0.75933 -3.80936  0.157
86 H 1.04276 4.73400 0.63250  0.041
87 H -2.42949 3.60354 0.36665  0.164
88 H 4.46847 4.25920 -1.40965  0.229
89 H -1.41306 -0.50950 -2.32053  0.085

(2)
C22H33N3O in the gas phase, computed with ωB97M-V with the def2-TZVPD basis set.

Results
* energy above the lowest of the compared OMol25 structures with the same formula, charge and spin: 1.5 kcal per mole
* charge: 0
* frontier orbital gap: 9.01 eV
* 2S+1: 1
* highest occupied orbital energy: -8.4 eV
* M: 355.5 g/mol

Last column: natural (NBO) charge in e.
CARTESIAN COORDINATES (ANGSTROEM)
1 O -3.17167 -1.91551 -0.36757  -0.676
2 N -1.67565 -0.19082 -0.54386  -0.661
3 N -3.89093 0.05909 -1.14931  -0.641
4 N -5.49318 2.09836 0.66444  -0.439
5 C 2.24673 -1.84366 -0.86016  -0.391
6 C 1.83711 -1.35042 1.54036  -0.402
7 C 3.44959 0.93434 -1.09430  -0.218
8 C -3.89226 1.49935 -1.23815  -0.249
9 C 0.90217 -3.43292 0.52099  -0.403
10 C -5.22490 2.11154 -0.75490  -0.211
11 C -5.75640 0.79166 1.23083  -0.414
12 C 3.16832 0.26934 0.09765  0.073
13 C 6.43733 3.08093 -0.21491  -0.628
14 C -0.21242 -2.06087 -1.23611  -0.426
15 C -0.47481 -0.95476 -0.20759  0.169
16 C 3.98326 0.54782 1.18684  -0.224
17 C -0.62706 -1.57696 1.18105  -0.425
18 C 2.01042 -0.71458 0.15614  -0.086
19 C -2.91105 -0.76398 -0.66408  0.794
20 C 4.49187 1.83361 -1.19156  -0.214
21 C 0.70566 0.01802 -0.19851  -0.410
22 C -4.54192 2.84419 1.45714  -0.415
23 C 5.30320 2.10877 -0.09736  -0.011
24 C 0.65610 -2.32136 1.53776  -0.206
25 C 1.06404 -2.81098 -0.86318  -0.223
26 C 5.02998 1.44988 1.09016  -0.214
27 H 6.89900 3.25961 0.75295  0.214
28 H -6.16800 0.93018 2.23110  0.198
29 H -1.06471 -2.74095 -1.24587  0.240
30 H -0.82639 -0.78863 1.91094  0.204
31 H 2.84798 0.75092 -1.97264  0.203
32 H 1.24752 -3.59979 -1.60154  0.213
33 H -3.73269 1.81286 -2.28064  0.186
34 H 1.80261 -3.99163 0.78686  0.203
35 H -0.11574 -1.61986 -2.23240  0.198
36 H 4.68170 2.33177 -2.13225  0.206
37 H -4.37009 3.81563 0.99577  0.197
38 H 0.79509 0.48476 -1.18212  0.201
39 H 1.65945 -0.57264 2.28648  0.207
40 H 2.74521 -1.89217 1.81341  0.209
41 H 2.38049 -1.42943 -1.86073  0.204
42 H 0.52544 0.81008 0.53331  0.215
43 H 0.55162 -2.75737 2.53762  0.212
44 H -6.50166 0.27963 0.62421  0.195
45 H -3.07943 1.90330 -0.63023  0.199
46 H -1.47693 -2.25868 1.17431  0.246
47 H -5.24260 3.15824 -1.07570  0.200
48 H 3.81735 0.06444 2.13592  0.212
49 H -4.86429 0.15651 1.31235  0.178
50 H 7.19704 2.69382 -0.89382  0.219
51 H -6.05082 1.59571 -1.25370  0.192
52 H -3.57544 2.33197 1.58103  0.164
53 H -4.96721 3.00247 2.44826  0.203
54 H -1.50766 0.63232 -1.10021  0.388
55 H 5.64319 1.64086 1.95992  0.206
56 H 3.16484 -2.37486 -0.59782  0.211
57 H 6.08654 4.03068 -0.61625  0.217
58 H -4.79056 -0.39216 -1.22035  0.400
59 H 0.06004 -4.12703 0.51985  0.212